Entry 1:
H22O11Xe as an isolated structure, computed with wB97M-V/def2-TZVPD.

The calculation puts the LUMO energy at -0.582 eV. For the energy, the calculation gives -1170.17739 a.u. Its energy relative to the best compared isomer or geometry (same formula, charge and spin) is 18.4 kcal/mol. As for the HOMO energy: -10.43 eV. The calculation puts the molecular weight at 329.5 g mol⁻¹.

Element x y z (Å)
Xe: -13.608400 -9.143070 6.332750
O: -10.679840 -11.289120 6.403230
H: -11.349720 -11.719060 5.871590
H: -10.027590 -10.988560 5.770400
O: -11.950160 -7.260510 8.883590
H: -12.729940 -7.763790 9.117890
H: -11.385430 -7.320360 9.654130
O: -14.553850 -8.200630 9.608170
H: -14.649050 -9.132780 9.412590
H: -15.245390 -7.776890 9.099790
O: -12.895880 -12.824760 5.328480
H: -13.762710 -12.843850 4.922920
H: -12.289630 -12.992710 4.607040
O: -11.352640 -6.972720 3.504500
H: -12.118370 -7.422210 3.146940
H: -11.715020 -6.326180 4.110220
O: -13.047250 -13.100580 8.009630
H: -13.830020 -13.644610 8.096470
H: -13.017170 -12.869810 7.081150
O: -9.464270 -8.907000 7.492430
H: -9.308310 -8.595250 6.600960
H: -9.989300 -9.699580 7.381090
O: -15.657630 -6.662770 3.714940
H: -14.833550 -6.893610 3.286180
H: -16.072140 -7.503940 3.906900
O: -14.772160 -11.197640 9.055250
H: -14.164410 -11.768210 8.584790
H: -15.605260 -11.303740 8.595990
O: -16.565010 -7.265050 7.710980
H: -17.445540 -7.507350 7.424310
H: -16.286820 -6.592460 7.089310
O: -13.310090 -5.255980 7.523680
H: -12.877650 -4.460290 7.833670
H: -12.834630 -5.969110 7.949840

Atomic forces in eV per Å
0.01 0.03 -0.19
0.25 -0.04 0.10
-0.40 0.06 0.11
0.30 0.05 -0.18
0.44 0.19 -0.27
-0.88 -0.28 0.31
0.26 0.05 0.04
0.49 0.16 0.35
-0.01 -0.70 0.01
-0.36 0.31 -0.31
0.00 0.05 -0.30
-0.33 0.13 -0.10
0.23 -0.28 -0.23
0.21 -0.11 -0.15
-0.12 -0.14 -0.08
-0.07 0.22 0.30
-0.17 0.18 0.66
-0.10 -0.45 0.11
0.31 -0.08 -0.47
0.42 0.17 0.17
-0.01 0.23 -0.16
-0.39 -0.26 0.11
-0.13 0.21 0.05
0.20 0.01 -0.08
-0.11 -0.23 0.07
-0.64 0.61 0.40
0.86 -0.36 -0.12
-0.30 0.07 -0.02
-0.03 -0.16 0.08
-0.24 -0.09 0.06
0.33 0.33 -0.16
-0.59 0.45 -0.62
0.05 0.14 0.07
0.50 -0.48 0.46

Results of the Löwdin charge analysis, in e, for atoms 1 through 8:
1 Xe 0.3561
2 O -0.0716
3 H -0.0220
4 H 0.0474
5 O -0.0880
6 H -0.0255
7 H 0.0564
8 O -0.0827

=====

Entry 2:
A 12-piece molecular cluster, H22O15S overall at a distorted geometry, computed with wB97M-V/def2-TZVPD.

As for the charge: -2. The calculation puts the LUMO energy at 5.326 eV. For the energy, the calculation gives -1540.05480 a.u. Its energy relative to the best compared isomer or geometry (same formula, charge and spin) is 0.0 kcal/mol. As for the HOMO energy: -4.38 eV. The calculation puts the molecular weight at 294.2 g mol⁻¹.

Element x y z (Å)
S: -0.098952 0.038089 -0.104550
O: -0.692743 -1.317364 -0.201210
O: -0.885473 0.967125 -0.747190
O: 0.010577 0.462086 1.271788
O: 1.198711 -0.014313 -0.758708
O: -0.858899 -0.731651 3.355292
H: -1.368530 -0.198345 3.828169
H: -0.641171 -0.290616 2.466564
O: -3.535693 1.235217 -1.036859
H: -3.758562 1.933564 -0.260314
H: -2.599141 1.211145 -1.093123
O: -1.002233 2.498729 2.383060
H: -1.274604 2.093612 3.181665
H: -0.334698 1.866292 1.968582
O: 2.938715 2.004518 0.257706
H: 3.609688 1.565339 -0.215453
H: 2.170285 1.670808 -0.326885
O: -3.142860 -1.639425 -0.337879
H: -3.413399 -0.740941 -0.512535
H: -2.187160 -1.655874 -0.248935
O: 1.479073 0.255404 -3.258154
H: 0.604610 0.000012 -3.561683
H: 1.593421 0.045590 -2.246335
O: 3.300087 -1.104631 -0.023600
H: 3.251045 -0.916418 0.860785
H: 2.475140 -0.768490 -0.256838
O: 2.296497 0.599379 2.538994
H: 2.511382 1.380335 2.068470
H: 1.391853 0.646472 2.151621
O: -0.120353 -3.094203 -2.436025
H: -0.870960 -3.715174 -2.035231
H: -0.005680 -2.472022 -1.736829
O: -0.868707 3.133808 -2.102566
H: -0.863695 2.259019 -1.527918
H: -0.081076 2.992676 -2.664830
O: -0.261999 -3.653226 0.728304
H: -0.547754 -2.775961 0.212226
H: 0.583258 -3.770569 0.420422

Atomic forces in eV per Å
1.44 -4.55 0.66
1.03 0.86 0.00
-4.07 3.78 -3.21
0.84 -0.21 1.56
1.16 0.36 0.24
3.51 -3.28 -3.73
-3.43 3.60 2.96
-0.42 -0.79 1.53
-3.33 2.52 2.69
1.17 -2.61 -2.85
1.74 0.06 0.18
1.09 0.63 -1.32
-0.26 -0.69 1.11
-1.43 0.90 0.52
-2.79 0.58 -1.14
1.82 -0.99 -0.52
1.09 0.68 1.54
-1.78 -1.16 -0.02
0.11 0.55 -0.11
0.10 0.54 0.02
1.07 0.02 0.92
-0.02 -0.20 0.56
-1.15 0.38 -2.49
3.20 -1.94 -2.15
0.37 0.66 3.97
-2.51 0.79 -1.40
-1.09 -0.51 0.57
1.80 1.47 -0.76
0.14 -1.40 0.71
-2.56 -3.17 0.11
2.46 2.10 -1.24
0.11 1.10 0.91
0.70 -1.57 0.46
0.12 2.19 -1.34
-0.60 0.11 0.40
-3.86 1.88 -0.35
0.92 -2.16 2.04
3.29 -0.55 -1.05

Results of the Löwdin charge analysis, in e, for atoms 1 through 8:
1 S 0.3746
2 O -0.3413
3 O -0.2664
4 O -0.3511
5 O -0.3429
6 O -0.0379
7 H -0.0805
8 H 0.0096

=====

Entry 3:
A 11-piece molecular cluster, H23O11 overall at a distorted geometry, computed with wB97M-V/def2-TZVPD.

As for the charge: +1. The calculation puts the LUMO energy at -3.033 eV. For the energy, the calculation gives -841.10361 a.u. Its energy relative to the best compared isomer or geometry (same formula, charge and spin) is 112.0 kcal/mol. As for the HOMO energy: -14.18 eV. The calculation puts the molecular weight at 199.2 g mol⁻¹.

Element x y z (Å)
O: -2.372575 -0.943622 1.174092
H: -3.257121 -1.057767 0.853604
H: -2.154100 -1.883897 1.426789
O: 0.719007 -0.332458 3.247116
H: 1.176685 -0.054214 4.029195
H: 1.413671 -0.696445 2.726160
O: 0.224143 1.370411 1.576023
H: 1.214184 -2.512535 -2.648094
H: -2.736900 0.554990 -2.315082
O: -2.534963 3.168601 0.681056
H: -3.351035 2.921205 0.302245
H: 0.177919 -3.366068 2.558706
O: 1.916884 1.018883 -4.013597
H: 1.336770 1.546232 -4.588213
H: -2.322634 2.654204 1.473499
O: 0.203774 2.106770 -1.048050
H: -0.404556 1.555288 -1.582413
H: 0.085979 0.479560 1.365632
O: 0.560493 -1.330288 0.143251
H: -0.108528 2.038617 0.821535
O: 2.547943 1.400730 0.222254
H: 2.977989 2.225270 0.323307
H: 2.381615 1.333200 -0.740050
O: 0.371071 -3.842718 1.683353
H: -0.155173 -2.002654 0.110474
H: 0.609777 -4.655769 2.124349
O: 1.098260 -2.960158 -1.797605
H: 0.471197 2.900019 -1.467502
H: 0.117450 -2.885974 -1.789828
O: -2.032805 0.789294 -1.770952
H: 1.127486 0.943766 1.135338
H: -1.927744 0.421738 -0.906405
H: 1.276755 0.893595 -3.277916
H: 1.349083 -1.797806 -0.032271

Atomic forces in eV per Å
1.08 -1.58 0.35
-0.99 0.18 -0.28
-0.07 1.47 -0.15
-0.73 -0.31 0.15
0.15 0.37 0.89
0.90 -0.89 -0.70
2.30 2.98 -2.15
0.79 -0.15 -0.02
-1.93 -1.12 -0.69
2.28 0.52 0.74
-1.39 -0.71 -0.26
0.22 -0.19 -2.02
-1.51 0.33 0.75
0.61 -0.11 -0.32
-0.84 0.11 -0.30
-0.08 -1.68 1.10
-0.14 0.88 -0.15
-3.84 -3.77 -0.16
-2.36 1.43 1.08
0.74 -1.95 0.72
-0.77 -1.80 -0.74
0.81 1.39 0.45
-0.04 -0.09 0.69
-0.62 1.37 2.61
0.96 0.66 0.26
0.33 -1.09 -0.56
-1.36 0.23 -0.96
-0.08 1.13 -0.97
0.79 -0.51 0.41
2.86 1.76 0.20
0.74 3.43 0.37
-0.97 -0.96 0.59
0.84 -0.23 -0.37
1.32 -1.11 -0.57

Results of the Löwdin charge analysis, in e, for atoms 1 through 8:
1 O -0.0506
2 H 0.0356
3 H 0.0770
4 O -0.0067
5 H 0.0607
6 H 0.0271
7 O 0.1341
8 H 0.0561